1.
Formula: C25H48ClNO3P2SW
Source: the OMol25 dataset
Level of theory: ωB97M-V/def2-TZVPD

XYZ file:
```
82
Properties=species:S:1:pos:R:3:forces:R:3
W 0.300942 -0.168278 0.542986 2.46 1.66 3.22
P -1.773284 0.813961 1.087021 -3.27 2.01 1.55
C -3.503215 0.006819 0.978870 0.26 -0.10 -0.40
C -1.755950 1.241898 2.945766 0.24 -0.20 -0.24
C -2.268183 2.478224 0.332775 -0.03 -0.49 -0.30
C -3.488770 -1.515320 0.848116 -0.02 -0.30 -0.16
H -3.851656 0.429028 0.019610 -0.02 -0.18 0.28
C -4.531593 0.376248 2.068444 -0.08 0.05 0.06
H -4.315450 -0.124370 3.020391 -0.03 0.07 -0.23
H -5.515734 0.017287 1.729012 0.29 0.04 0.09
H -4.641845 1.444709 2.263651 0.10 -0.33 -0.01
H -3.062549 -1.840729 -0.108142 0.01 0.04 0.28
H -4.525213 -1.886688 0.894143 0.33 0.07 -0.03
H -2.928906 -1.995060 1.664197 -0.12 0.11 -0.22
H -2.590672 2.117998 -0.660623 0.01 0.24 0.18
C -1.123202 3.456585 0.130035 0.52 0.26 -0.24
C -3.452026 3.197777 1.012973 -0.04 -0.02 -0.17
H -4.415818 2.714722 0.833245 0.20 0.09 0.02
H -3.529308 4.218160 0.613262 0.12 -0.27 -0.04
H -3.298600 3.304688 2.093534 -0.03 0.00 -0.22
H -0.116323 3.014476 0.087649 -0.37 0.11 0.07
H -1.118956 4.238108 0.907252 -0.06 -0.28 -0.26
H -1.245499 3.950270 -0.848176 0.01 0.01 0.40
C -1.574536 -0.037130 3.772098 -0.03 0.04 0.27
H -2.751366 1.663116 3.164870 0.41 -0.28 -0.22
C -0.700270 2.288531 3.315693 0.25 -0.03 0.07
H -2.377696 -0.768397 3.613782 0.26 0.14 -0.06
H -1.591772 0.236510 4.838188 0.07 -0.16 -0.24
H -0.607363 -0.520164 3.567942 -0.21 0.10 0.09
H 0.290600 2.010603 2.927706 -0.31 0.25 0.17
H -0.604561 2.334953 4.412871 -0.08 0.02 -0.30
H -0.940458 3.298619 2.955344 0.01 -0.37 0.03
Cl 1.968528 0.267326 2.065251 0.02 -0.28 0.10
H -0.868349 -1.151455 0.011696 -1.19 -1.34 -0.74
H -0.091657 0.870851 -0.636723 -0.35 0.53 -0.95
P 1.359662 -1.052142 -1.345955 1.78 -1.88 -2.94
C 1.288551 -0.296432 -3.054269 -0.49 -0.18 0.10
C 3.219688 -1.349933 -1.184642 -0.03 0.32 0.37
C 0.744955 -2.791729 -1.642127 -0.12 0.42 -0.38
C 1.102029 1.217280 -3.013058 0.06 0.55 0.11
H 0.363957 -0.761195 -3.441736 0.24 0.14 -0.08
C 2.451839 -0.661252 -3.993752 -0.03 -0.01 -0.19
H 3.357419 -0.097002 -3.747558 -0.24 -0.15 -0.07
H 2.155809 -0.369309 -5.009952 0.04 -0.01 0.20
H 2.695224 -1.726894 -4.027735 -0.01 0.33 0.02
H 0.059660 1.485751 -2.800188 0.22 -0.03 -0.01
H 1.364619 1.647799 -3.990664 -0.11 -0.13 0.21
H 1.721033 1.726199 -2.248912 -0.25 -0.27 -0.39
H -0.259319 -2.599661 -2.059307 0.26 -0.14 0.13
C 0.582821 -3.570235 -0.331189 -0.28 -0.48 0.19
C 1.553364 -3.586771 -2.694193 -0.32 -0.21 0.22
H 1.443837 -3.172016 -3.700996 0.01 -0.11 0.27
H 1.165341 -4.614685 -2.724224 0.05 0.20 0.00
H 2.620431 -3.657217 -2.443372 -0.32 0.03 -0.05
H 0.559947 -2.943882 0.579480 0.11 -0.21 -0.35
H 1.379892 -4.319262 -0.215196 -0.26 0.27 0.04
H -0.381887 -4.101541 -0.355453 0.36 0.04 0.10
C 3.939868 -0.005506 -1.089809 -0.04 0.28 0.27
H 3.500853 -1.846128 -2.123791 -0.24 0.14 0.28
C 3.621836 -2.256034 -0.020864 0.12 -0.10 0.12
H 3.988500 0.551390 -2.032178 -0.08 -0.16 0.31
H 4.966434 -0.132181 -0.720288 -0.22 -0.01 -0.13
H 3.449625 0.662488 -0.370268 0.23 -0.21 -0.21
H 3.281895 -1.852456 0.941549 0.12 -0.13 -0.19
H 4.720843 -2.295163 0.013838 -0.29 0.02 0.02
H 3.262897 -3.286053 -0.123501 0.00 0.22 0.02
O 6.189564 4.095868 0.132578 -0.15 -0.36 0.08
S 5.258289 3.100566 0.606252 -1.96 0.71 -0.43
O 5.795945 1.851131 1.083720 0.05 0.00 -0.04
N 4.004158 2.857760 -0.408554 0.19 -0.02 -0.61
C 2.793777 3.291577 -0.000729 0.99 -0.37 -1.28
O 1.728403 3.080279 -0.631579 0.93 0.37 0.95
C 2.897244 3.959661 1.330949 -0.65 -0.33 1.26
C 1.855858 4.340272 2.196852 0.53 0.10 -0.19
C 2.120998 4.442958 3.566809 0.23 0.12 -0.27
C 3.417470 4.243211 4.068523 0.00 -0.01 -0.52
C 4.472564 3.961690 3.187545 -0.42 0.19 0.06
C 4.172010 3.799439 1.839223 0.50 0.13 1.23
H 0.870423 4.564361 1.788433 0.22 -0.31 0.17
H 1.307307 4.676190 4.252609 0.19 0.00 -0.11
H 3.589868 4.298005 5.139624 0.04 0.05 -0.15
H 5.498173 3.834271 3.529547 -0.27 -0.06 0.05
```
Positions in Å, forces in eV/Å.

Its expectation value of S² is 2.011. The calculation puts the HOMO energy (alpha / beta) at -7.81 / -7.82 eV. As for the total charge: 0. Its spin multiplicity is 3.

Want to see where the charge sits? The Löwdin charges in e are: 0.6110, 0.9341, -0.4952, -0.5221, -0.5086, -0.1416, 0.1035, -0.1173, 0.0766, 0.0910, 0.0467, 0.0601, 0.0815, 0.0721, 0.1021, -0.1374, -0.1048, 0.0643, 0.0896, 0.0724, 0.0187, 0.0689, 0.0977, -0.1199, 0.0827, -0.1282, 0.0568, 0.0887, 0.0507, 0.0013, 0.0908, 0.0668, 0.1417, -0.1045, -0.0709, 0.9140, -0.4984, -0.5052, -0.5315, -0.1310, 0.1071, -0.1099, 0.0758, 0.0902, 0.0490, 0.0659, 0.0867, 0.0499, 0.0981, -0.1454, -0.1026, 0.0655, 0.0861, 0.0749, 0.0335, 0.0745, 0.0835, -0.1276, 0.0833, -0.1106, 0.0678, 0.0875, 0.0180, 0.0315, 0.0921, 0.0560, -0.3142, 0.6155, -0.3230, -0.0781, -0.5199, -0.0692, -0.1322, -0.0231, -0.0866, -0.0712, -0.0360, -0.2215, 0.0932, 0.0992, 0.0995, 0.1197

2.
Formula: C4H10N2O
Source: the OMol25 dataset
Level of theory: ωB97M-V/def2-TZVPD

XYZ file:
```
17
Properties=species:S:1:pos:R:3:forces:R:3
C 2.666560 -0.202123 -0.486096 0.17 -0.06 -0.02
N 1.304920 0.294515 -0.430197 -0.09 0.02 0.12
C 0.322563 -0.586522 -0.017015 -0.08 -0.02 -0.01
O 0.572362 -1.768563 0.185187 -0.06 0.26 -0.09
N -0.951873 -0.070661 0.090270 0.19 -0.11 0.01
C -1.994804 -0.934366 0.602144 -0.09 -0.09 0.05
C -1.278493 1.326622 -0.073632 0.00 0.11 -0.06
H 3.128109 -0.298167 0.505346 -0.08 0.02 -0.14
H 2.653504 -1.191053 -0.945082 0.04 0.14 0.05
H 3.269726 0.470525 -1.101994 -0.09 -0.08 0.10
H 1.195120 1.271952 -0.213538 -0.05 -0.14 -0.03
H -2.297358 -0.646170 1.618543 0.04 -0.03 -0.13
H -1.612260 -1.953972 0.619674 -0.10 0.13 0.03
H -2.875741 -0.887078 -0.049820 0.12 0.00 0.10
H -0.685609 1.779572 -0.873409 -0.09 -0.06 0.10
H -2.329803 1.409879 -0.367948 0.16 -0.02 0.05
H -1.145263 1.908596 0.851905 0.01 -0.08 -0.13
```
Positions in Å, forces in eV/Å.

The calculation puts the relative energy (zero: lowest compared OMol25 entry of this formula, charge and spin) at 16.0 kcal per mole. The calculation puts the HOMO energy at -8.98 eV. As for the total charge: 0.

Want to see where the charge sits? The Löwdin charges in e are: -0.0905, 0.0022, -0.5377, 0.0347, -0.1614, -0.0555, -0.0703, 0.0853, 0.0827, 0.0799, 0.1086, 0.0906, 0.0818, 0.0874, 0.0827, 0.0869, 0.0924

3.
Formula: C5H9IN
Source: the OMol25 dataset
Level of theory: ωB97M-V/def2-TZVPD

XYZ file:
```
16
Properties=species:S:1:pos:R:3:forces:R:3
C -1.887089 -2.413404 1.815053 0.11 0.90 0.28
C -1.518196 -1.482000 1.145502 0.34 0.03 -0.83
C 0.312225 -1.203660 -0.379755 0.80 1.78 -1.08
C -0.770583 -0.699793 0.168289 -1.24 -0.48 2.57
C 1.088961 -0.400062 -1.363433 -1.26 2.00 0.95
N -1.180477 0.784082 0.092298 -1.09 -1.32 2.91
I 2.550775 3.362933 -0.017649 -0.51 -0.93 -0.50
H -2.138812 -3.088013 2.598345 -0.22 -0.26 -0.13
H 3.315685 4.579318 0.580900 0.47 0.86 0.47
H 0.719198 -2.171513 -0.204597 -0.48 -0.77 0.49
H 0.449479 0.547591 -1.550293 1.66 -1.29 -0.33
H 1.036248 -0.983584 -2.257948 0.81 -0.02 -0.86
H 2.083728 -0.120914 -0.946066 -0.52 -0.37 -0.85
H -0.459961 1.345456 -0.361791 -0.08 0.40 0.54
H -1.564899 1.115019 1.104932 1.90 -0.70 -2.63
H -2.036283 0.828543 -0.423787 -0.69 0.18 -1.01
```
Positions in Å, forces in eV/Å.

The calculation puts the relative energy (zero: lowest compared OMol25 entry of this formula, charge and spin) at 67.5 kcal per mole. The calculation puts the HOMO energy at -13.12 eV. As for the total charge: +1.

Want to see where the charge sits? The Löwdin charges in e are: 0.1771, -0.0833, -0.0614, -0.2381, -0.0472, 0.2277, 0.4037, 0.0551, -0.3647, 0.1381, 0.0847, 0.0900, 0.1029, 0.1118, 0.2522, 0.1514

4.
Formula: C7H10
Source: the OMol25 dataset
Level of theory: ωB97M-V/def2-TZVPD

XYZ file:
```
17
Properties=species:S:1:pos:R:3:forces:R:3
C -1.954087 0.246829 -0.068901 -0.12 0.05 -0.11
C -0.458778 0.055439 -0.011121 -0.46 0.01 0.13
C 0.551518 1.198057 -0.387320 0.12 0.14 0.30
C 1.512698 0.021209 -0.566381 -0.43 -0.76 2.34
C 0.323268 -0.796091 -1.074498 0.08 -0.32 0.15
C 1.405646 -0.571279 1.187105 -0.77 0.23 -0.40
C 0.105455 -0.461326 1.302009 -0.40 -0.02 0.17
H -2.474101 -0.699078 0.124417 0.06 0.14 -0.05
H -2.281134 0.972528 0.685524 0.03 -0.10 -0.13
H -2.261207 0.612082 -1.051964 -0.05 -0.01 0.06
H 0.810962 1.948741 0.356929 -0.19 -0.01 0.09
H 0.239583 1.684047 -1.328189 0.35 -0.26 0.19
H 2.432469 -0.245230 -0.099117 2.24 0.57 -2.40
H 0.373273 -1.877320 -0.960301 -0.18 -0.01 0.09
H -0.013040 -0.533097 -2.092611 0.37 0.01 0.29
H 2.165372 -0.909738 1.918948 -0.39 0.33 -0.83
H -0.491150 -0.692928 2.170284 -0.27 -0.01 0.11
```
Positions in Å, forces in eV/Å.

The calculation puts the relative energy (zero: lowest compared OMol25 entry of this formula, charge and spin) at 101.8 kcal per mole. The calculation puts the HOMO energy at -8.67 eV. As for the total charge: 0.

Want to see where the charge sits? The Löwdin charges in e are: -0.0435, -0.4750, -0.1025, -0.1378, -0.1025, 0.0015, -0.1030, 0.0822, 0.0824, 0.0768, 0.1097, 0.1153, 0.0693, 0.1096, 0.1153, 0.0983, 0.1040

5.
Formula: H4NO2SSi
Source: the OMol25 dataset
Level of theory: ωB97M-V/def2-TZVPD

XYZ file:
```
9
Properties=species:S:1:pos:R:3:forces:R:3
N -0.790520 -0.342662 -1.018994 -0.26 -0.60 -0.29
O 2.076063 0.189374 -0.261479 0.22 0.03 -1.26
O 1.469608 -1.365903 1.623654 -0.38 1.25 -0.76
Si -0.657804 0.541319 0.471379 1.04 -1.79 -1.38
S 1.484522 0.079387 1.086425 0.24 -1.01 2.64
H -0.870807 0.216447 -1.866077 0.60 -0.84 0.24
H -0.274487 -1.237157 -1.044149 -0.34 1.08 -0.59
H -0.552759 1.865020 -0.060143 -0.47 1.46 0.17
H -1.883816 0.054177 1.069383 -0.66 0.43 1.21
```
Positions in Å, forces in eV/Å.

The calculation puts the relative energy (zero: lowest compared OMol25 entry of this formula, charge and spin) at 20.6 kcal per mole. The calculation puts the HOMO energy at -2.56 eV. As for the total charge: -1.

Want to see where the charge sits? The Löwdin charges in e are: -0.2301, -0.6506, -0.6917, 0.3696, 0.3807, -0.0052, 0.0218, -0.0905, -0.1042

6.
Formula: C5H8S
Source: the OMol25 dataset
Level of theory: ωB97M-V/def2-TZVPD

XYZ file:
```
14
Properties=species:S:1:pos:R:3:forces:R:3
C 1.475797 1.220029 0.221252 1.64 -0.44 -1.10
C 1.419869 -0.017685 -0.271771 1.21 -0.44 -0.54
C 2.351043 -0.590749 -1.341415 0.45 2.86 -1.40
S 0.310690 -1.264242 0.264358 -1.54 1.07 0.82
H 2.176248 2.042558 0.046240 0.13 -0.76 -0.94
H 0.982209 1.451932 1.080682 -2.09 0.40 2.11
H 1.796683 -0.858342 -2.257638 -0.09 0.48 0.26
H 3.060056 0.306872 -1.602762 -0.98 -2.01 0.28
H 2.902755 -1.506407 -1.182082 0.24 -0.01 1.00
H -0.678615 -0.392876 0.779690 1.16 -1.07 -0.53
C -3.157597 -1.635204 0.596838 0.75 0.40 -0.66
C -3.780324 -0.977840 -0.192349 -0.69 -0.26 0.46
H -2.312967 -2.082633 1.066297 -0.36 -0.29 0.36
H -4.529181 -0.476957 -0.760047 0.17 0.08 -0.13
```
Positions in Å, forces in eV/Å.

The calculation puts the relative energy (zero: lowest compared OMol25 entry of this formula, charge and spin) at 78.8 kcal per mole. The calculation puts the HOMO energy at -8.65 eV. As for the total charge: 0.

Want to see where the charge sits? The Löwdin charges in e are: -0.0413, -0.7730, -0.1539, 0.7530, 0.0698, 0.0109, 0.0684, 0.1102, 0.0596, -0.0782, -0.0366, 0.0058, -0.0121, 0.0173